DFT (wB97M-V/def2-TZVPD) results for a molecular structure, C14H9CoNO2S2.

As for the orbital gap (spin up / spin down): 6.76 / 6.47 eV. The value obtained for the LUMO energy (spin up / spin down) is 0.109 / 0.081 Ha. The value obtained for the HOMO energy (spin up / spin down) is -3.803 / -4.252 eV. As for the spin multiplicity: 5. The calculation puts the energy relative to the best compared isomer or geometry (same formula, charge and spin) at 4.4 kcal/mol. Its net charge is -1.

Positions of all 29 atoms, in Å:
Co  0.400676  -0.806518  0.121957
O  3.774067  1.536674  -0.244069
C  2.571564  1.374095  -0.166214
O  1.987587  0.215391  0.014759
C  1.641967  2.508668  -0.156818
C  1.778390  3.864938  -0.025283
C  -0.646759  4.955063  0.138358
C  -1.924580  4.450545  0.121400
C  -2.150807  3.068829  -0.059862
C  -1.090468  2.167474  -0.219739
S  -3.223437  -0.055281  0.168680
H  2.556032  4.604908  0.072312
H  -0.397616  5.998260  0.264713
H  -2.756117  5.130133  0.245725
H  -3.153956  2.659438  -0.077070
S  -1.410415  0.475276  -0.622377
C  0.183281  2.677734  -0.149636
N  0.356813  4.067928  -0.008881
C  0.067788  -5.617500  0.049760
C  -1.088937  -4.845430  0.081274
C  -1.000130  -3.455705  0.089395
C  0.233001  -2.793020  0.069244
C  1.380458  -3.595448  0.031784
C  1.307169  -4.986362  0.023190
H  0.004436  -6.699370  0.038199
H  -2.061949  -5.324025  0.094511
H  -1.916378  -2.871809  0.105473
H  2.361492  -3.128859  0.005971
H  2.216834  -5.576037  -0.006748

Cartesian forces, eV/Å:
0.10 0.05 0.06
0.21 0.08 -0.15
-0.49 -0.47 0.44
0.27 0.06 -0.13
-0.21 -0.14 -0.19
-0.21 0.50 0.05
0.20 -0.17 -0.01
-0.10 -0.18 0.00
-0.07 0.21 0.01
0.01 0.14 0.07
0.28 0.04 -0.02
-0.07 -0.05 0.00
0.00 0.01 0.00
-0.01 -0.04 -0.02
0.03 0.07 0.02
-0.24 -0.17 -0.14
-0.03 -0.16 0.00
0.35 0.15 0.01
0.01 0.14 -0.01
0.14 0.04 -0.01
-0.09 -0.07 -0.01
0.01 0.12 0.00
0.00 -0.15 0.01
-0.11 0.05 0.00
0.00 -0.01 0.01
0.01 0.00 0.00
0.01 -0.03 0.02
-0.02 -0.02 0.00
0.00 -0.01 0.00

---

DFT (wB97M-V/def2-TZVPD) results for a molecular structure, C14H9F24N3O24S8Zn3 in a non-equilibrium geometry.

As for the orbital gap: 8.54 eV. The value obtained for the LUMO energy is 0.124 Ha. The value obtained for the HOMO energy is -5.156 eV. Its net charge is -2.

Positions of all 85 atoms, in Å:
Zn  -0.104316  2.012880  2.553559
Zn  3.256609  0.002453  -0.842484
Zn  -1.319261  1.504685  -2.614257
C  -4.008379  -0.139528  3.791439
F  -3.016457  -0.765792  4.522200
F  -4.389235  -0.879735  2.739535
F  -5.062903  -0.001318  4.630416
S  -3.485043  1.701212  3.321680
O  -3.563750  2.493200  4.564602
O  -2.081349  1.760262  2.828308
O  -4.459194  2.161742  2.309064
C  3.316384  -3.619031  1.820609
F  3.936650  -4.715594  2.354559
F  2.513743  -4.040006  0.890018
F  2.615956  -2.948317  2.755116
S  4.601507  -2.408898  1.066387
O  5.459727  -1.923743  2.157178
O  5.323219  -3.282961  0.084276
O  3.901207  -1.304576  0.410946
C  1.607565  -3.870068  -2.885698
F  1.985815  -5.079896  -3.100450
F  0.598560  -3.502703  -3.696766
F  1.252642  -3.902909  -1.591924
S  3.182519  -2.694351  -3.006006
O  2.885028  -1.604128  -2.048034
O  4.349914  -3.483822  -2.634423
O  3.215147  -2.279246  -4.385308
C  -4.898074  -0.671994  -1.294100
F  -4.805167  -1.344855  -2.443730
F  -6.047499  -0.803365  -0.627898
F  -3.975157  -1.116844  -0.452295
S  -4.609004  1.173740  -1.744654
O  -5.582945  1.593008  -2.750944
O  -4.809889  2.027643  -0.580061
O  -3.194629  1.078337  -2.197248
C  2.674801  3.885548  -3.327100
F  3.849682  3.668097  -3.940048
F  2.934497  4.449582  -2.096639
F  1.969178  4.643833  -4.137625
S  1.952381  2.077109  -3.201073
O  0.499488  2.241229  -2.796103
O  2.052669  1.399863  -4.482908
O  2.704711  1.415218  -2.153211
C  -0.925862  -1.833633  0.569466
F  -1.405047  -2.582727  -0.389550
F  -1.952971  -1.475742  1.369024
F  0.012340  -2.623723  1.185551
S  -0.119889  -0.243829  -0.004937
O  -0.730358  0.210680  -1.273504
O  -0.204244  0.664234  1.149546
O  1.375607  -0.488763  -0.172012
C  -0.818216  5.467849  -0.624293
F  -1.554710  6.033148  -1.556489
F  0.387742  5.167866  -1.118697
F  -0.714157  6.345860  0.375356
S  -1.624249  3.803163  -0.008839
O  -1.464957  2.793513  -1.045480
O  -0.873069  3.290829  1.114210
O  -3.020171  4.031784  0.291308
C  4.393594  3.090416  2.501903
F  4.038565  4.165249  3.239958
F  5.424776  3.396685  1.694528
F  4.687456  2.059034  3.267799
S  2.918551  2.639138  1.336928
O  2.702165  3.802912  0.466984
O  3.227077  1.370782  0.646688
O  1.723804  2.443554  2.102233
C  0.326175  -1.545091  5.737654
C  0.207899  -0.459227  4.781519
N  0.132348  0.407196  4.044682
H  -0.243989  -2.424783  5.439449
H  -0.047492  -1.236039  6.713746
H  1.353274  -1.881323  5.877966
C  0.493665  -0.661279  -6.337904
C  -0.121806  -0.356200  -5.118457
N  -0.653540  -0.046152  -4.137559
H  0.944680  -1.641433  -6.173706
H  1.367399  -0.035722  -6.523060
H  -0.105196  -0.632132  -7.247204
C  -3.762741  -4.141699  1.220499
C  -3.750583  -4.592054  2.610796
N  -3.771908  -4.943817  3.720567
H  -3.758098  -3.059549  1.099732
H  -4.491027  -4.708679  0.641238
H  -2.830182  -4.476244  0.763480

Cartesian forces, eV/Å:
-1.31 -0.18 -0.25
-0.98 -0.70 -0.23
-0.33 -0.13 0.35
0.38 1.26 0.73
-0.96 0.31 -1.17
0.61 0.32 0.88
0.63 -0.36 -0.73
-1.31 4.11 -0.63
-0.02 -2.03 -0.62
-0.91 -1.49 0.46
1.68 -2.16 1.84
1.59 1.04 -0.04
-0.61 1.32 -0.06
-0.78 -0.33 -0.54
0.07 -0.67 0.18
4.60 -1.91 -1.46
-1.63 -0.71 -0.55
-2.01 1.64 2.38
-0.34 -0.46 0.97
1.86 2.36 1.51
0.38 -2.12 -1.71
0.29 -0.29 0.58
-1.14 0.87 0.07
1.47 -0.42 0.22
-0.30 -0.63 -1.02
-1.75 0.24 -0.06
-0.83 0.29 -0.51
0.38 2.40 0.12
-0.70 -0.61 0.45
-0.35 -0.42 -1.02
0.70 -0.25 -0.06
-1.44 3.26 1.19
1.04 -1.85 -0.46
0.92 -2.19 -0.55
-0.73 -0.59 -0.69
1.10 -1.41 1.15
0.15 0.24 0.30
-0.92 -0.77 -2.50
-0.47 0.28 0.68
-3.37 -1.25 -0.36
2.97 1.01 -0.75
0.55 1.57 0.64
0.65 0.95 0.06
0.54 -0.60 0.64
-0.30 0.15 -0.88
1.17 -0.51 -0.05
-1.29 1.51 0.07
5.27 2.89 -0.95
0.54 -2.47 3.08
-1.30 -2.25 -1.87
-4.49 -0.73 0.19
-0.09 -1.74 0.87
-0.29 0.00 -0.60
-0.23 0.45 0.14
0.28 -0.27 0.04
-2.90 -1.47 0.54
0.53 1.14 -1.46
1.57 1.67 1.04
1.62 1.37 -0.42
-1.38 -0.07 -1.41
0.55 -0.88 -0.43
-0.46 -0.08 0.87
0.24 0.33 0.21
-0.53 1.39 -4.16
1.61 -1.47 1.40
1.17 1.60 1.27
-0.45 -0.23 2.92
-0.07 -0.52 0.47
0.16 -0.34 0.18
0.23 0.62 -0.19
-0.14 0.20 -0.25
-0.08 0.17 -0.10
0.10 0.29 -0.28
1.89 -0.99 -1.39
-1.98 1.57 2.54
0.32 -0.13 -1.31
-0.06 -0.31 -0.37
-0.10 0.34 0.37
-0.43 -0.12 0.43
0.95 -0.74 -0.31
-0.32 -0.23 1.78
0.11 0.53 -1.89
-0.59 -0.15 0.15
-0.48 0.53 0.18
0.27 0.05 0.14

---

DFT (wB97M-V/def2-TZVPD) results for a molecular structure, C14H9F6MnN2O8S2 in a non-equilibrium geometry.

As for the orbital gap (spin up / spin down): 7.07 / 9.64 eV. The value obtained for the LUMO energy (spin up / spin down) is -0.112 / -0.021 Ha. The value obtained for the HOMO energy (spin up / spin down) is -10.108 / -10.211 eV. As for the spin multiplicity: 5.

Positions of all 42 atoms, in Å:
Mn  -0.941013  0.900443  0.989509
C  -1.598592  2.696197  2.514375
C  -2.459536  1.630912  2.678903
C  -1.676128  0.512252  3.078379
C  -0.301899  0.945379  3.241155
C  -0.246397  2.264594  2.875890
H  -1.865005  3.688197  2.181597
H  -3.522774  1.628692  2.503465
H  -2.056148  -0.464988  3.330162
H  0.509081  0.342648  3.616942
H  0.628822  2.895622  2.885945
F  0.830236  0.943561  -3.834721
C  0.646979  0.566776  -2.577563
F  1.500702  -0.399294  -2.263609
F  -0.593075  0.123806  -2.417207
S  0.957171  2.014342  -1.497425
O  0.710094  1.520734  -0.130210
O  2.281425  2.442115  -1.779259
N  -0.133303  3.039191  -1.946606
S  -1.462306  3.333687  -1.161934
O  -1.963262  2.185138  -0.391543
O  -1.475128  4.588904  -0.481669
C  -2.652308  3.464836  -2.550854
F  -2.779749  2.304551  -3.171207
F  -2.242783  4.384078  -3.407813
F  -3.821673  3.823286  -2.029559
O  -1.810020  -2.855951  -0.215220
C  -0.946292  -2.086565  0.119253
O  -1.201702  -0.838673  0.463864
C  0.500446  -2.505928  0.147912
C  1.517800  -1.699414  0.642328
C  2.837252  -2.129900  0.640619
C  3.155316  -3.382006  0.141731
C  2.128122  -4.166763  -0.346672
C  0.811902  -3.762510  -0.356911
N  2.466687  -5.509197  -0.883073
O  1.562972  -6.168869  -1.344929
O  3.589959  -5.920002  -0.677692
H  1.292092  -0.713577  1.020562
H  3.620125  -1.486849  1.020345
H  4.169793  -3.750620  0.121836
H  0.032112  -4.398825  -0.749114

Cartesian forces, eV/Å:
-0.13 0.58 0.26
0.46 0.13 -0.09
-0.06 -0.25 0.21
0.03 -0.04 0.22
-0.21 -0.33 0.20
-0.20 0.39 -0.20
0.05 -0.03 -0.09
0.01 -0.04 -0.08
0.03 -0.07 -0.14
0.00 -0.08 -0.11
-0.01 0.00 -0.12
-0.03 -0.13 -0.05
0.10 -0.02 -0.06
0.04 -0.05 -0.06
-0.07 0.02 0.01
-0.06 0.37 0.25
0.16 -0.11 -0.05
-0.16 -0.07 0.03
-0.03 0.00 0.13
0.22 -0.08 0.20
0.03 0.00 -0.22
0.01 -0.11 -0.07
-0.10 0.07 0.06
0.02 -0.11 -0.03
-0.01 0.08 -0.03
-0.06 -0.01 -0.09
-0.03 -0.11 -0.01
-0.09 0.31 0.04
0.06 -0.30 -0.10
0.05 -0.01 0.04
0.01 0.00 0.00
0.01 -0.03 0.01
0.03 0.11 0.02
0.16 -0.07 -0.36
-0.07 0.01 -0.04
-0.36 -0.29 1.17
-0.01 0.08 -0.45
0.24 0.14 -0.38
-0.01 0.04 0.02
-0.02 0.00 0.00
0.00 -0.01 0.00
0.01 0.01 0.01